Entry 1:
C44H94NO32P5 | wB97M-V/def2-TZVPD

Structure (XYZ):
```
176
Properties=species:S:1:pos:R:3:mulliken_charge:R:1
C -0.75 -2.47 4.86 -1.3423
C -1.49 -1.43 4.03 0.6864
O -2.73 -2.04 3.73 -0.0604
P -3.63 -1.65 2.43 0.2169
O -3.34 -0.26 1.90 -0.5506
O -3.19 -2.79 1.32 0.0880
C -3.62 -2.80 -0.04 0.3311
C -4.26 -4.07 -0.46 -1.4726
O -5.12 -2.02 2.80 -0.2581
C -5.49 -2.71 3.94 -0.3188
C -5.04 -4.20 3.97 -0.9769
H -0.38 -3.32 4.27 0.2597
H 0.20 -2.10 5.24 0.4436
H -1.40 -2.76 5.68 0.3186
H -1.55 -0.42 4.45 0.1053
H -0.95 -1.20 3.11 -0.3216
H -4.38 -2.02 -0.11 0.3736
H -2.83 -2.56 -0.75 -0.0491
H -3.68 -4.92 -0.10 0.3212
H -5.11 -4.11 0.23 0.3657
H -4.54 -4.16 -1.51 0.3407
H -5.11 -2.12 4.78 0.3029
H -6.56 -2.61 4.10 0.3811
H -5.67 -4.72 4.70 0.3957
H -5.22 -4.67 3.00 0.2533
H -3.97 -4.38 4.00 0.2350
C -3.25 4.03 -3.09 -0.6545
C -3.56 2.74 -3.94 -0.2047
O -3.75 1.71 -3.06 -0.1068
P -3.85 0.18 -3.59 0.0962
O -3.78 -0.85 -2.57 -0.0032
O -2.51 0.12 -4.49 -0.1369
C -2.20 -1.15 -5.09 -0.7291
C -0.95 -1.62 -4.64 -0.4238
O -5.04 0.09 -4.60 -0.3744
C -6.31 -0.29 -4.02 -0.2124
C -7.34 0.41 -4.81 -1.2344
H -4.04 4.13 -2.34 0.1424
H -2.30 4.06 -2.55 0.1499
H -3.22 4.87 -3.78 0.1650
H -4.38 2.83 -4.66 0.3136
H -2.66 2.54 -4.52 0.1200
H -3.05 -1.80 -4.89 0.4614
H -2.07 -0.94 -6.15 0.2747
H -0.15 -1.35 -5.33 0.4207
H -0.62 -1.33 -3.63 -0.2444
H -0.89 -2.70 -4.62 0.3643
H -6.49 -1.36 -4.16 0.3107
H -6.47 -0.20 -2.95 0.3232
H -7.50 0.01 -5.81 0.3266
H -8.21 0.55 -4.16 0.3621
H -6.95 1.41 -5.02 0.2839
C 6.24 -9.44 -0.30 -1.2073
C 6.17 -8.22 -1.24 -0.3469
O 5.42 -7.20 -0.55 -0.2005
P 6.37 -6.29 0.46 0.6466
O 7.74 -5.98 0.04 -0.7823
O 5.32 -5.07 0.70 0.4078
C 5.51 -4.13 1.69 -0.7106
C 5.22 -2.76 1.04 -0.8953
O 6.39 -7.23 1.84 -0.4737
C 5.19 -7.67 2.42 0.4963
C 5.40 -8.14 3.85 -1.5524
H 6.73 -10.24 -0.87 0.4614
H 6.86 -9.38 0.60 0.3048
H 5.26 -9.90 -0.18 0.2894
H 7.19 -7.99 -1.53 0.3904
H 5.47 -8.54 -2.02 0.2956
H 4.89 -4.42 2.54 0.2354
H 6.57 -4.14 1.97 0.5508
H 5.33 -2.00 1.80 0.4445
H 5.93 -2.67 0.21 0.3224
H 4.18 -2.63 0.71 0.0854
H 4.49 -6.85 2.58 -0.0547
H 4.70 -8.38 1.75 0.2559
H 4.47 -8.60 4.18 0.4013
H 6.08 -8.97 4.05 0.3893
H 5.80 -7.36 4.50 0.2962
C 0.50 5.15 -0.68 -0.7606
C -0.74 5.86 -0.11 -0.2541
O -1.01 6.74 -1.25 -0.0830
P -2.24 7.77 -1.40 0.4422
O -2.40 8.70 -0.29 -0.7696
O -2.19 8.48 -2.89 -0.3436
C -1.90 7.69 -3.99 1.2248
C -2.47 8.61 -5.05 -1.5192
O -3.53 6.82 -1.67 0.1185
C -4.75 7.25 -1.44 -0.3937
C -5.84 6.57 -2.41 -0.9464
H 1.31 5.88 -0.75 0.4753
H 0.92 4.37 -0.04 -0.1951
H 0.37 4.72 -1.68 0.2728
H -1.59 5.27 0.24 0.3053
H -0.38 6.40 0.77 0.4512
H -0.85 7.48 -4.18 0.3260
H -2.46 6.78 -3.82 -0.7219
H -1.73 9.30 -5.45 0.3771
H -2.65 8.08 -5.99 0.4145
H -3.37 9.18 -4.82 0.3384
H -5.08 6.95 -0.44 0.2359
H -4.80 8.33 -1.58 0.4065
H -6.88 6.76 -2.15 0.4151
H -5.75 7.05 -3.39 0.2776
H -5.69 5.49 -2.44 0.1127
C 1.75 2.76 2.67 -0.2642
C 1.93 3.11 4.17 -0.5296
O 1.19 4.17 4.59 -0.3456
P -0.16 3.98 5.56 0.7084
O -0.79 5.13 6.30 -0.7557
O -1.24 3.22 4.55 0.1141
C -2.66 3.22 4.79 -0.2618
C -3.45 3.55 3.56 -1.0418
O 0.27 2.78 6.64 -0.3362
C 0.90 3.12 7.90 -0.3330
C 2.40 2.83 7.95 -1.0092
H 0.67 2.66 2.69 -0.1743
H 1.88 3.61 2.00 0.1597
H 2.29 1.89 2.28 0.2488
H 1.91 2.26 4.85 0.4582
H 2.89 3.62 4.11 0.2986
H -2.86 2.27 5.27 0.3155
H -2.93 3.92 5.58 0.3583
H -3.67 4.60 3.35 0.3736
H -2.96 3.27 2.62 0.0258
H -4.35 2.94 3.48 0.3594
H 0.68 4.18 8.04 0.3892
H 0.44 2.48 8.65 0.2916
H 2.86 3.12 8.89 0.3890
H 2.62 1.78 7.78 0.2690
H 2.84 3.49 7.19 0.2333
O 2.41 -7.46 0.36 -0.4937
C 1.75 -6.45 0.33 0.5085
O 0.43 -6.42 -0.06 -0.4343
C -0.07 -5.08 -0.14 0.2192
C 1.11 -4.26 0.32 0.8109
O 2.21 -5.19 0.57 -0.1993
H -0.44 -4.81 -1.13 0.1941
H -0.88 -4.94 0.57 -0.0611
H 0.94 -3.77 1.28 0.0370
H 1.35 -3.49 -0.41 -0.6286
O 8.00 2.58 -1.66 -0.6289
C 6.99 2.20 -1.11 0.6994
O 6.92 1.18 -0.29 -0.3797
C 5.62 1.10 0.36 0.4069
C 4.82 2.14 -0.48 0.2304
O 5.85 2.84 -1.19 -0.4409
H 5.22 0.10 0.22 -0.4150
H 5.73 1.35 1.41 0.3452
H 4.25 2.92 0.03 0.1751
H 4.24 1.55 -1.18 -0.0152
O 5.39 0.05 -2.88 -0.5975
C 4.55 -0.81 -3.01 0.5625
O 4.65 -2.13 -3.08 -0.3109
C 3.32 -2.63 -3.46 -0.6551
C 2.38 -1.45 -3.29 1.6104
O 3.28 -0.37 -3.44 -0.3922
H 3.34 -2.77 -4.54 0.3620
H 3.07 -3.59 -2.99 0.4437
H 1.84 -1.55 -2.34 -0.8306
H 1.58 -1.53 -4.02 -0.2650
O 2.58 -0.72 -0.31 -0.4239
C 1.47 -0.19 -0.24 -0.1550
O 0.30 -0.74 -0.53 0.1282
C -0.81 0.22 -0.51 1.5293
C -0.14 1.50 -0.01 0.5384
O 1.23 1.06 0.18 -0.0325
H -1.31 0.30 -1.48 -0.8792
H -1.53 -0.07 0.26 -0.5248
H -0.72 1.80 0.86 -0.0332
H -0.28 2.28 -0.76 -0.1661
C 0.76 1.54 -5.79 -0.9484
C 0.70 2.02 -4.41 0.5163
N 0.59 2.40 -3.33 -0.3160
H -0.20 1.22 -6.18 0.2117
H 1.52 0.77 -5.92 0.2192
H 1.20 2.28 -6.45 0.4225
```

Results
**SMILES**: CCOP(=O)(OCC)OCC.CCOP(=O)(OCC)OCC.CCOP(=O)(OCC)OCC.CCOP(=O)(OCC)OCC.CCOP(=O)(OCC)OCC.O=C1OCCO1.O=C1OCCO1.O=C1OCCO1.O=C1OCCO1.CC#N
**Charge**: 0
**2S+1**: 1
**Relative energy (zero: lowest compared OMol25 entry of this formula, charge and spin)**: 435.4 kJ/mol
**LUMO level**: -0.0020 hartree


Entry 2:
C19H20N2OS2 | wB97M-V/def2-TZVPD

Structure (XYZ):
```
44
Properties=species:S:1:pos:R:3:nbo_charge:R:1
C 2.21 0.55 2.72 -0.6105
C 3.11 -0.49 2.04 -0.1661
C 2.25 -1.65 1.51 -0.5955
C 4.12 -1.03 3.05 -0.5942
C 3.88 0.11 0.87 0.6108
O 5.06 -0.09 0.71 -0.5335
C 3.14 0.99 -0.12 -0.6495
S 2.32 -0.01 -1.42 0.3149
C 0.63 0.30 -1.08 0.1284
N 0.32 1.07 -0.05 -0.4959
C -0.96 1.32 0.16 0.2824
C -2.01 0.81 -0.61 -0.1012
C -1.71 -0.05 -1.67 0.1484
C -2.72 -0.71 -2.47 -0.2820
C -2.67 -1.98 -2.98 -0.1966
C -3.81 -2.32 -3.74 -0.2546
C -4.72 -1.31 -3.80 -0.3912
S -4.21 0.07 -2.93 0.4508
C -0.34 -0.29 -1.92 -0.2832
C 0.09 -1.06 -3.02 0.2809
N 0.49 -1.65 -3.91 -0.2927
C -3.32 1.28 -0.06 -0.4275
C -2.93 2.41 0.91 -0.3867
C -1.47 2.15 1.30 -0.4485
H 2.79 1.44 2.99 0.2088
H 1.79 0.13 3.63 0.2130
H 1.39 0.85 2.07 0.2251
H 1.42 -1.28 0.91 0.2089
H 1.83 -2.20 2.35 0.2108
H 2.84 -2.33 0.91 0.2205
H 3.60 -1.51 3.88 0.2023
H 4.77 -1.77 2.57 0.2254
H 4.74 -0.23 3.43 0.2131
H 2.35 1.59 0.32 0.2782
H 3.87 1.61 -0.65 0.2505
H -1.85 -2.66 -2.81 0.2384
H -3.94 -3.28 -4.21 0.2318
H -5.66 -1.29 -4.31 0.2404
H -3.82 0.45 0.45 0.2202
H -3.99 1.64 -0.84 0.2250
H -3.01 3.37 0.40 0.2077
H -3.59 2.43 1.78 0.2170
H -1.39 1.57 2.22 0.2241
H -0.89 3.06 1.43 0.2318
```

Results
**SMILES**: CC(C)(C)C(=O)CSc1nc2c(c(-c3cccs3)c1C#N)CCC2
**Charge**: 0
**2S+1**: 1
**Relative energy (zero: lowest compared OMol25 entry of this formula, charge and spin)**: 2.6 kJ/mol
**LUMO level**: -0.0135 hartree


Entry 3:
C2H4NaO | wB97M-V/def2-TZVPD

Structure (XYZ):
```
8
Properties=species:S:1:pos:R:3:mulliken_spin:R:1
H -1.60 1.43 0.92 0.1821
C 1.09 -0.42 -0.08 0.0788
H 1.01 -1.29 0.57 0.0281
H 2.02 -0.27 -0.63 0.0032
C 0.11 0.49 -0.17 -0.0425
O -1.07 0.36 0.47 0.0622
Na -1.78 -1.69 -0.29 0.6604
H 0.23 1.38 -0.79 0.0276
```

Results
**Charge**: 0
**2S+1**: 2
**Relative energy (zero: lowest compared OMol25 entry of this formula, charge and spin)**: 106.8 kJ/mol
**Expectation value of S²**: 0.75
**LUMO level (alpha / beta)**: -0.0195 / 0.0077 hartree


Entry 4:
H4O2 | wB97M-V/def2-TZVPD

Structure (XYZ):
```
6
Properties=species:S:1:pos:R:3:nbo_charge:R:1
O -1.86 -0.52 0.16 -0.9629
H -1.71 -1.22 0.83 0.4691
H -0.99 -0.06 0.01 0.4910
O 1.22 0.41 -0.17 -0.9565
H 2.01 0.02 -0.60 0.4816
H 1.32 1.37 -0.23 0.4777
```

Results
**SMILES**: O.O
**Charge**: 0
**2S+1**: 1
**Relative energy (zero: lowest compared OMol25 entry of this formula, charge and spin)**: 9.0 kJ/mol
**LUMO level**: 0.0240 hartree


Q: charge of number 4 (H4O2)?
A: 0


Repeat the third record exactly.
C2H4NaO | wB97M-V/def2-TZVPD

Structure (XYZ):
```
8
Properties=species:S:1:pos:R:3:mulliken_spin:R:1
H -1.60 1.43 0.92 0.1821
C 1.09 -0.42 -0.08 0.0788
H 1.01 -1.29 0.57 0.0281
H 2.02 -0.27 -0.63 0.0032
C 0.11 0.49 -0.17 -0.0425
O -1.07 0.36 0.47 0.0622
Na -1.78 -1.69 -0.29 0.6604
H 0.23 1.38 -0.79 0.0276
```

Results
**Charge**: 0
**2S+1**: 2
**Relative energy (zero: lowest compared OMol25 entry of this formula, charge and spin)**: 106.8 kJ/mol
**Expectation value of S²**: 0.75
**LUMO level (alpha / beta)**: -0.0195 / 0.0077 hartree